Record 1
The following is a DFT calculation (wB97M-V/def2-TZVPD) of the ion C7H16O7PS with charge -1 in a non-equilibrium geometry.

Cartesian coordinates (Å):
C (-1.532, 2.855, -1.867)
C (-0.465, 1.989, -2.777)
O (0.762, 1.590, -2.070)
P (0.471, 0.360, -0.873)
O (-0.170, 1.030, 0.414)
C (-0.507, -1.161, -1.497)
C (-1.508, -1.834, -0.365)
C (-0.781, -2.162, 1.069)
O (-1.762, -2.156, 2.203)
S (-1.931, -0.588, 2.854)
O (-2.777, -0.678, 4.184)
O (-0.579, 0.076, 3.281)
O (-2.810, 0.453, 1.819)
O (2.067, -0.255, -0.401)
C (2.461, 0.275, 0.914)
C (3.933, -0.438, 1.264)
H (-2.405, 2.097, -1.575)
H (-1.044, 3.293, -0.897)
H (-2.061, 3.737, -2.472)
H (-0.116, 2.727, -3.649)
H (-1.009, 1.096, -3.342)
H (-1.118, -0.991, -2.480)
H (0.293, -2.008, -1.754)
H (-1.900, -2.877, -0.791)
H (-2.453, -1.134, -0.287)
H (-0.369, -3.273, 0.995)
H (0.145, -1.490, 1.323)
H (1.752, -0.059, 1.805)
H (2.632, 1.455, 0.901)
H (4.102, -1.323, 0.481)
H (4.816, 0.331, 1.266)
H (3.865, -0.939, 2.321)

Summary:
Strongest force on any atom   0.17022 hartree/bohr
DFT total energy   -41971.812 eV
Kohn-Sham gap   7.47 eV
Highest occupied orbital energy   -4.7 eV
Structure (SMILES)   CCOP(=O)(CCCOS(=O)(=O)[O-])OCC
Total charge   -1

Record 2
The following is a DFT calculation (wB97M-V/def2-TZVPD) of a cluster of 2 separate species, C7H16OSi in total.

Cartesian coordinates (Å):
C (-3.899, 0.785, 0.437)
C (-1.014, -0.984, -1.249)
C (1.217, -1.574, -0.329)
C (-0.729, -1.286, 1.203)
C (1.221, 1.779, -1.423)
C (1.391, 1.422, 1.661)
C (-0.060, -0.772, -0.074)
O (-4.684, 0.160, -0.077)
Si (0.327, 1.104, 0.115)
H (-0.968, 1.797, 0.261)
H (-0.555, -0.663, -2.181)
H (-1.281, -2.036, -1.348)
H (-1.929, -0.411, -1.107)
H (1.912, -1.471, 0.499)
H (1.711, -1.230, -1.235)
H (0.991, -2.634, -0.450)
H (-0.078, -1.146, 2.061)
H (-1.658, -0.751, 1.390)
H (-0.958, -2.349, 1.121)
H (2.158, 1.262, -1.612)
H (0.606, 1.684, -2.312)
H (1.453, 2.833, -1.299)
H (2.232, 0.738, 1.729)
H (1.791, 2.431, 1.651)
H (0.803, 1.313, 2.567)

Summary:
Strongest force on any atom   0.01411 hartree/bohr
DFT total energy   -17443.972 eV
Kohn-Sham gap   10.58 eV
Highest occupied orbital energy   -9.7 eV
Relative energy (zero: lowest compared OMol25 entry of this formula, charge and spin)   0.887 eV

Record 3
The following is a DFT calculation (wB97M-V/def2-TZVPD) of the molecule C7H16Si in a non-equilibrium geometry.

Cartesian coordinates (Å):
C (-1.643, -2.594, -1.351)
C (-1.163, -2.428, -0.185)
Si (0.430, -0.950, 0.575)
C (2.169, -1.034, -0.237)
C (-0.083, 0.933, 0.359)
C (1.001, 1.841, 0.765)
C (-0.376, 1.238, -1.174)
C (-1.203, 1.332, 1.300)
H (-2.446, -3.209, -1.339)
H (-1.420, -2.138, -2.309)
H (-1.422, -3.004, 0.763)
H (0.431, -1.339, 1.973)
H (2.825, -0.448, 0.398)
H (2.763, -2.069, -0.330)
H (1.893, -0.656, -1.192)
H (1.543, 1.490, 1.724)
H (1.841, 1.842, -0.034)
H (0.644, 2.963, 0.851)
H (-1.243, 0.732, -1.804)
H (0.348, 1.029, -1.899)
H (-0.597, 2.298, -1.238)
H (-0.865, 1.274, 2.295)
H (-1.411, 2.388, 1.042)
H (-2.014, 0.507, 1.048)

Summary:
Strongest force on any atom   0.14595 hartree/bohr
DFT total energy   -15392.756 eV
Kohn-Sham gap   9.94 eV
Highest occupied orbital energy   -9.1 eV
Structure (SMILES)   C=C[Si@@H](C)C(C)(C)C
Relative energy (zero: lowest compared OMol25 entry of this formula, charge and spin)   4.288 eV

Record 4
The following is a DFT calculation (wB97M-V/def2-TZVPD) of a cluster of 2 separate species, C7H16Si2 in total in a non-equilibrium geometry.

Cartesian coordinates (Å):
C (-1.247, -1.976, 3.544)
C (-0.980, -0.839, 3.251)
C (1.484, 1.040, -2.008)
C (0.745, -1.325, -3.908)
C (-2.187, 1.938, 3.126)
C (0.845, 1.489, 2.057)
C (0.335, -1.635, -0.880)
Si (0.273, -0.394, -2.313)
Si (-0.632, 0.912, 2.800)
H (-1.478, -2.970, 3.798)
H (1.253, 1.553, -1.080)
H (2.510, 0.692, -1.945)
H (1.434, 1.767, -2.811)
H (-0.006, -2.067, -4.163)
H (0.839, -0.649, -4.753)
H (1.692, -1.846, -3.798)
H (-2.678, 2.186, 2.188)
H (-2.907, 1.411, 3.749)
H (-1.943, 2.877, 3.620)
H (-0.040, -1.202, 0.043)
H (1.003, 2.533, 1.842)
H (1.688, 0.849, 1.868)
H (-0.258, -2.519, -1.096)
H (1.351, -1.966, -0.684)
H (-1.096, 0.141, -2.446)

Summary:
Strongest force on any atom   0.10250 hartree/bohr
<S²>   2.013
DFT total energy   -23268.694 eV
Kohn-Sham gap (spin up / spin down)   6.01 / 8.12 eV
Highest occupied orbital energy (spin up / spin down)   -5.3 / -10.1 eV
Spin multiplicity   3

Record 5
The following is a DFT calculation (wB97M-V/def2-TZVPD) of a structure of composition C7H17B2FO7Tl in a non-equilibrium geometry.

Cartesian coordinates (Å):
Tl (15.585, -11.384, 6.855)
B (13.674, -13.405, 6.558)
H (13.296, -12.250, 6.323)
H (14.084, -13.576, 7.694)
H (12.620, -13.986, 6.513)
H (14.508, -13.655, 5.735)
B (14.952, -11.710, 4.036)
H (15.759, -10.824, 4.139)
H (15.427, -12.727, 4.599)
H (13.908, -11.549, 4.584)
H (14.795, -12.017, 2.881)
C (20.238, -11.106, 6.084)
C (18.734, -11.064, 6.282)
O (17.986, -11.541, 5.416)
O (18.323, -10.719, 7.423)
H (20.759, -10.441, 6.769)
H (20.522, -10.837, 5.069)
H (20.498, -12.138, 6.321)
C (11.948, -7.998, 5.727)
C (12.393, -9.427, 5.958)
O (11.738, -10.326, 5.404)
O (13.456, -9.653, 6.605)
H (12.396, -7.310, 6.445)
H (10.861, -7.915, 5.708)
H (12.243, -7.716, 4.713)
C (12.092, -8.777, 10.804)
C (13.388, -8.025, 11.001)
O (14.328, -8.771, 10.286)
C (13.778, -9.990, 9.980)
O (14.371, -10.861, 9.447)
O (12.526, -10.076, 10.459)
F (13.723, -8.027, 12.336)
H (11.444, -8.318, 10.053)
H (11.489, -8.731, 11.710)
H (13.434, -7.003, 10.632)

Summary:
Strongest force on any atom   0.04892 hartree/bohr
DFT total energy   -30625.494 eV
Kohn-Sham gap   4.04 eV
Highest occupied orbital energy   -5.2 eV
Total charge   -1

Record 6
The following is a DFT calculation (wB97M-V/def2-TZVPD) of a structure of composition C7H17B3ClKNaO6P in a non-equilibrium geometry.

Cartesian coordinates (Å):
C (-1.558, 4.443, -0.231)
C (-1.443, 3.372, -1.007)
C (-1.059, 2.127, -1.986)
B (0.397, 1.546, -1.411)
O (0.459, 0.518, -0.344)
B (0.983, 1.291, 0.814)
O (2.106, 2.231, 0.672)
B (2.253, 2.704, -0.686)
P (3.260, 4.331, -1.053)
O (3.868, 4.970, 0.235)
O (1.696, 2.037, -1.879)
H (-1.254, 5.341, 0.441)
H (-1.897, 1.323, -1.957)
H (-0.835, 2.507, -3.057)
H (0.447, 1.172, 1.870)
H (4.289, 3.949, -2.012)
H (2.403, 5.283, -1.751)
C (-2.961, -1.822, 3.773)
C (-2.228, -1.068, 2.646)
C (-0.713, -1.298, 2.790)
O (-2.468, 0.229, 2.800)
H (-2.654, -1.485, 4.770)
H (-4.045, -1.697, 3.696)
H (-2.749, -2.902, 3.714)
H (-2.523, -1.571, 1.703)
H (-0.325, -0.944, 3.752)
H (-0.153, -0.792, 1.996)
H (-0.480, -2.369, 2.719)
Na (-4.891, -2.990, 3.957)
Cl (1.829, -1.154, 1.563)
K (-0.293, -0.852, -2.188)
C (1.857, -4.999, -3.813)
O (1.110, -3.892, -4.298)
H (1.510, -5.246, -2.808)
H (1.707, -5.859, -4.469)
H (2.917, -4.738, -3.775)
H (1.437, -3.695, -5.187)

Summary:
Strongest force on any atom   0.14467 hartree/bohr
DFT total energy   -64398.680 eV
Kohn-Sham gap   3.93 eV
Highest occupied orbital energy   -5.5 eV

- Among the records above, which one has the highest DFT total energy?
  C7H16Si